Record 1
A single C8H9N2OPS molecule. Source: the Open Molecules 2025 dataset; level of theory: ωB97M-V with the def2-TZVPD basis set.

The geometry in XYZ format:
```
22
C8H9N2OPS | the Open Molecules 2025 dataset | ωB97M-V with the def2-TZVPD basis set
C 0.49749 3.10140 -0.61707
C 1.24918 3.08461 0.54226
C -0.26508 1.98688 -0.99944
C 1.29979 2.02698 1.36675
C -0.32749 0.89391 -0.09368
C 0.53680 0.94833 1.02775
C -1.11661 -1.24206 0.31986
C -1.79590 -2.38057 -0.35572
N -1.01207 -0.23254 -0.46403
N -0.54482 -1.40116 1.57579
O 2.12272 -0.94696 1.74474
P 2.51151 -1.93600 0.52340
S 0.51524 -0.40313 2.11083
H 0.35167 4.05558 -1.07192
H 1.71689 4.11992 0.87173
H -0.64235 1.89527 -1.92724
H 2.01088 1.77243 2.21811
H -1.22459 -2.53215 -1.28238
H -2.69185 -2.03486 -0.74143
H -1.88013 -3.30918 0.25238
H 2.14287 -1.16583 -0.62389
H 1.39650 -2.77672 0.83266
```

## Properties
DFT total energy = -1234.451055 hartree
highest occupied orbital energy = -8.6 eV
charge = 0
spin multiplicity = 1

Löwdin analysis output, partial charges in e: number 1, C, carries -0.0643; number 2, C, carries -0.1181; number 3, C, carries 0.0240; number 4, C, carries -0.1230; number 5, C, carries -0.2431; number 6, C, carries -0.3737; number 7, C, carries -0.4836; number 8, C, carries -0.0320; number 9, N, carries 0.1141; number 10, N, carries -0.2343; number 11, O, carries -0.8063; number 12, P, carries 0.7713; number 13, S, carries 1.0640; number 14, H, carries 0.0987; number 15, H, carries 0.1501; number 16, H, carries 0.0728; number 17, H, carries 0.1388; number 18, H, carries 0.0902; number 19, H, carries 0.0494; number 20, H, carries 0.0942; number 21, H, carries -0.0971; number 22, H, carries -0.0920

=====

Record 2
A gas-phase ion, C8H9N2S (charge +1). Source: the Open Molecules 2025 dataset; level of theory: ωB97M-V with the def2-TZVPD basis set.

The geometry in XYZ format:
```
20
C8H9N2S | the Open Molecules 2025 dataset | ωB97M-V with the def2-TZVPD basis set
C 2.44114 0.90633 -0.41766
C 1.77416 2.02745 0.01128
C 1.85151 -0.36588 -0.30690
C 0.39298 2.03496 0.30967
C 0.53034 -0.41308 0.11397
C -0.19462 0.80629 0.34933
C -0.33428 -1.53941 0.06642
C -1.65438 0.32837 0.62767
N -1.56044 -1.19387 0.42189
N -0.05052 -2.76793 -0.32740
S -2.89830 1.09069 -0.47411
H 3.43954 1.15539 -0.82132
H 2.39744 3.01505 -0.01159
H 2.30709 -1.20838 -0.60656
H -0.29676 2.83292 0.48285
H -1.82795 0.64154 1.58310
H -2.37268 -1.69017 0.10998
H 0.89819 -2.85545 -0.69706
H -0.81889 -3.35579 -0.62411
H -4.02359 0.55096 0.21054
```

## Properties
SMILES = [NH2+]=C1N[C@H](S)c2ccccc21
DFT total energy = -817.702957 hartree
highest occupied orbital energy = -13.3 eV
charge = +1
spin multiplicity = 1

Löwdin analysis output, partial charges in e: number 1, C, carries -0.0428; number 2, C, carries -0.0377; number 3, C, carries 0.0363; number 4, C, carries 0.0035; number 5, C, carries -0.1036; number 6, C, carries -0.1452; number 7, C, carries -0.2879; number 8, C, carries -0.5132; number 9, N, carries 0.1269; number 10, N, carries 0.2403; number 11, S, carries 0.7841; number 12, H, carries 0.1313; number 13, H, carries 0.1595; number 14, H, carries 0.0785; number 15, H, carries 0.1221; number 16, H, carries 0.0807; number 17, H, carries 0.1482; number 18, H, carries 0.1400; number 19, H, carries 0.1466; number 20, H, carries -0.0675

=====

Record 3
A single C8H9N3O molecule. Source: the Open Molecules 2025 dataset; level of theory: ωB97M-V with the def2-TZVPD basis set.

The geometry in XYZ format:
```
21
C8H9N3O | the Open Molecules 2025 dataset | ωB97M-V with the def2-TZVPD basis set
C -3.25594 0.19951 -0.05325
C -2.23296 1.42444 -0.19752
C -0.21181 0.33499 -0.01434
C 0.47443 -0.86303 -1.78405
C 1.72037 -1.15152 -1.22759
C 2.97921 -0.85487 0.94699
C 2.65918 -0.04499 2.04516
C 1.01231 0.20639 0.72523
H -4.25991 0.69143 -0.15770
H -3.17906 -0.43374 0.90307
H -2.91996 -0.45064 -0.77884
H -2.03307 1.76791 -1.25874
H -2.46431 2.25202 0.42937
H 0.17596 -1.06804 -2.86271
H 2.58518 -1.63462 -1.71946
H 3.92771 -1.21496 0.60709
H 3.22570 0.17525 2.95232
N -0.55262 -0.27229 -1.16991
N 1.91916 -0.67677 0.07426
N 1.46134 0.55286 1.91310
O -1.03092 1.06066 0.62751
```

## Properties
SMILES = CCOc1nccn2ccnc12
DFT total energy = -549.693309 hartree
highest occupied orbital energy = -8.2 eV
charge = 0
spin multiplicity = 1

Löwdin analysis output, partial charges in e: number 1, C, carries -0.0569; number 2, C, carries -0.1332; number 3, C, carries -0.3280; number 4, C, carries -0.1591; number 5, C, carries -0.0366; number 6, C, carries -0.0414; number 7, C, carries -0.1385; number 8, C, carries -0.1910; number 9, H, carries 0.0833; number 10, H, carries 0.1068; number 11, H, carries 0.0072; number 12, H, carries 0.1376; number 13, H, carries 0.0941; number 14, H, carries 0.1252; number 15, H, carries 0.1203; number 16, H, carries 0.1048; number 17, H, carries 0.1039; number 18, N, carries 0.1098; number 19, N, carries -0.0255; number 20, N, carries 0.1121; number 21, O, carries 0.0053

=====

Record 4
A molecular structure, C8H9N3OS. Source: the Open Molecules 2025 dataset; level of theory: ωB97M-V with the def2-TZVPD basis set.

The geometry in XYZ format:
```
22
C8H9N3OS | the Open Molecules 2025 dataset | ωB97M-V with the def2-TZVPD basis set
C -3.39022 0.07144 0.39615
C -3.17656 -1.19014 -0.05811
C -2.26713 0.99024 0.52227
C -1.86863 -1.58048 -0.33374
C -0.95949 0.54053 0.31357
C -0.89128 -0.78823 -0.06738
C 0.20648 1.52678 0.25294
C 2.55799 1.55441 -0.49374
N 2.36331 -1.48626 -1.13628
N 1.95859 -1.25705 1.37990
N 1.27377 0.88586 -0.26718
O 0.09470 2.65607 0.67512
S 1.45793 -0.89308 -0.00933
H -4.34675 0.42411 0.62127
H -4.05768 -1.81364 -0.32286
H -2.44103 1.95812 0.97752
H -1.65646 -2.53665 -0.67597
H 2.78520 1.36318 -1.50755
H 2.39841 2.62930 -0.26725
H 3.30409 1.35492 0.31577
H 1.91290 -1.53921 -2.03560
H 1.72105 -0.55711 1.94525
```

## Properties
DFT total energy = -947.759980 hartree
highest occupied orbital energy (spin up / spin down) = -9.3 / -9.3 eV
charge = 0
spin multiplicity = 1

Löwdin analysis output, partial charges in e: number 1, C, carries -0.0515; number 2, C, carries -0.0702; number 3, C, carries 0.0270; number 4, C, carries -0.1064; number 5, C, carries -0.1499; number 6, C, carries -0.0584; number 7, C, carries -0.4805; number 8, C, carries -0.0670; number 9, N, carries -0.2297; number 10, N, carries -0.1951; number 11, N, carries -0.2122; number 12, O, carries 0.0973; number 13, S, carries 0.8559; number 14, H, carries 0.0849; number 15, H, carries 0.1274; number 16, H, carries 0.1160; number 17, H, carries 0.1008; number 18, H, carries 0.0673; number 19, H, carries 0.0959; number 20, H, carries 0.1061; number 21, H, carries -0.0012; number 22, H, carries -0.0564

=====

Record 5
A molecular structure, C8H9N4O. Source: the Open Molecules 2025 dataset; level of theory: ωB97M-V with the def2-TZVPD basis set.

The geometry in XYZ format:
```
22
C8H9N4O | the Open Molecules 2025 dataset | ωB97M-V with the def2-TZVPD basis set
C -3.39873 -2.20587 -0.52820
C -3.93942 -0.98201 -0.00036
C -1.99733 -2.37836 -0.52081
C -3.20386 0.08921 0.40783
C -1.30352 -1.24942 0.01654
C -1.86827 -0.00636 0.48132
C 0.23190 -0.00957 0.40605
C 3.33437 0.23071 -0.44906
N 0.12605 -1.15623 -0.07214
N -0.77059 0.84811 0.71379
N 2.43607 1.00791 -0.02528
N 4.59279 0.34586 -0.15395
O 2.90895 1.88398 0.96106
H -4.03957 -2.89954 -0.87708
H -4.95645 -0.89618 0.02515
H -1.49620 -3.32211 -0.65556
H -3.87724 0.95960 0.66660
H 3.10920 -0.57292 -1.14389
H -0.77751 1.73509 1.23710
H 5.31863 -0.30107 -0.19118
H 4.58468 0.84303 0.72951
H 2.35271 2.67112 1.06013
```

## Properties
DFT total energy = -604.070178 hartree
highest occupied orbital energy = -12.7 eV
charge = +1
spin multiplicity = 1

Löwdin analysis output, partial charges in e: number 1, C, carries -0.0043; number 2, C, carries -0.0456; number 3, C, carries 0.0391; number 4, C, carries -0.0357; number 5, C, carries -0.1675; number 6, C, carries -0.1851; number 7, C, carries -0.0114; number 8, C, carries -0.2597; number 9, N, carries 0.2129; number 10, N, carries 0.1851; number 11, N, carries 0.0034; number 12, N, carries 0.1856; number 13, O, carries -0.0337; number 14, H, carries 0.0717; number 15, H, carries 0.0842; number 16, H, carries 0.1186; number 17, H, carries 0.1514; number 18, H, carries 0.1527; number 19, H, carries 0.1915; number 20, H, carries 0.1123; number 21, H, carries 0.1146; number 22, H, carries 0.1198

=====

Record 6
A molecular structure, C8H9N5S. Source: the Open Molecules 2025 dataset; level of theory: ωB97M-V with the def2-TZVPD basis set.

The geometry in XYZ format:
```
23
C8H9N5S | the Open Molecules 2025 dataset | ωB97M-V with the def2-TZVPD basis set
C 1.21669 3.77610 -0.16693
C 1.06572 2.20414 -0.17341
C 2.03513 1.39498 -0.65969
C -0.06863 0.45928 -0.11910
C -1.27018 -1.71841 0.11008
C -0.19331 -3.56798 -0.54323
C -1.19736 -4.44858 0.00824
C -2.32474 -3.69490 0.54829
H 2.14317 4.61349 1.86147
H 0.42217 3.68073 1.73730
H 0.44103 4.08926 -0.94210
H 2.20828 4.19140 -0.71607
H 2.85397 1.82054 -1.18713
H -2.15027 0.18165 0.22336
H 0.56318 -4.20724 -1.07193
H -1.12880 -5.59011 -0.15549
H -3.33246 -4.11081 0.66829
N 1.13804 4.35612 1.10485
N -1.20123 -0.38260 0.13826
N -0.12021 -2.25107 -0.47304
N -2.36362 -2.31481 0.43340
N -0.13750 1.69942 0.13572
S 1.40093 -0.18059 -0.76113
```

## Properties
DFT total energy = -982.111173 hartree
highest occupied orbital energy = -8.2 eV
charge = 0
spin multiplicity = 1

Löwdin analysis output, partial charges in e: number 1, C, carries -0.3389; number 2, C, carries -0.4314; number 3, C, carries -0.3823; number 4, C, carries -0.5882; number 5, C, carries -0.4579; number 6, C, carries -0.1572; number 7, C, carries -0.0487; number 8, C, carries -0.0778; number 9, H, carries 0.1987; number 10, H, carries 0.1301; number 11, H, carries 0.1145; number 12, H, carries 0.1449; number 13, H, carries 0.0651; number 14, H, carries 0.2112; number 15, H, carries 0.1165; number 16, H, carries 0.1182; number 17, H, carries 0.1009; number 18, N, carries -0.1221; number 19, N, carries 0.0865; number 20, N, carries 0.0379; number 21, N, carries 0.1044; number 22, N, carries 0.1029; number 23, S, carries 1.0729

=====

Record 7
2 unconnected molecules or ions with the total composition C8H9N6. Source: the Open Molecules 2025 dataset; level of theory: ωB97M-V with the def2-TZVPD basis set.

The geometry in XYZ format:
```
23
C8H9N6 | the Open Molecules 2025 dataset | ωB97M-V with the def2-TZVPD basis set
C -0.24156 2.01187 2.20578
C -1.05830 2.00715 0.27088
C -0.20112 0.74394 1.79292
C 0.27333 0.72731 -3.55695
C 0.37662 -0.54822 2.38453
C 0.70639 -1.46842 1.16647
C -0.48639 -1.58487 0.22823
C -1.28397 -0.32001 -0.18225
N -0.01701 0.11458 -2.36493
N -0.68682 2.81893 1.20001
N 0.93502 -0.03704 -4.35207
N 0.59372 -1.11882 -2.57331
N 1.17581 -1.17287 -3.70135
N -0.80663 0.75048 0.57019
H 0.17425 2.41482 3.12872
H -1.53636 2.17718 -0.66955
H 1.27498 -0.23284 2.95858
H -0.36969 -0.98094 3.08648
H 1.38741 -0.93870 0.56769
H 1.13963 -2.53298 1.62797
H -0.06757 -2.04926 -0.65373
H -1.21157 -2.42276 0.65486
H -0.07018 1.64148 -3.78916
```

## Properties
DFT total energy = -638.679492 hartree
highest occupied orbital energy = -4.9 eV
charge = -1
spin multiplicity = 1

Löwdin analysis output, partial charges in e: number 1, C, carries -0.1376; number 2, C, carries -0.2158; number 3, C, carries -0.2424; number 4, C, carries -0.3439; number 5, C, carries -0.1323; number 6, C, carries -0.2182; number 7, C, carries -0.2636; number 8, C, carries 0.0868; number 9, N, carries -0.0136; number 10, N, carries 0.0673; number 11, N, carries -0.0882; number 12, N, carries -0.1379; number 13, N, carries -0.1474; number 14, N, carries -0.1026; number 15, H, carries 0.1021; number 16, H, carries 0.1187; number 17, H, carries 0.1086; number 18, H, carries 0.1084; number 19, H, carries 0.0802; number 20, H, carries 0.1587; number 21, H, carries 0.0474; number 22, H, carries 0.1347; number 23, H, carries 0.0307

=====

ΔE to the lowest compared entry with this formula, charge and spin, record by record: 0.054, 1.032, 1.299, 5.206, 6.096, 3.675, 0.016 eV